No. 1
Computed, not measured: a structure of composition C30H45NOOsP in a non-equilibrium geometry, with ωB97M-V/def2-TZVPD.

The net charge is +1. The multiplicity is 5. Its HOMO energy (alpha / beta) is -8.82 / -10.66 eV.

Last column: Löwdin charge in e.
Positions of all 79 atoms, in Å:
C: 0.47982 -1.53520 0.44619  -0.39
C: -0.89580 -1.73398 -0.03912  -0.29
C: -0.79702 -2.21229 -1.37331  -0.08
H: -1.80467 -1.78440 0.54435  0.09
C: 0.57143 -2.15626 -1.73201  -0.13
C: 1.38121 -1.82519 -0.61266  -0.12
H: 2.46462 -1.76150 -0.46258  0.13
H: 0.93952 -1.47348 1.41114  0.07
H: -1.66864 -2.45038 -1.99069  0.13
H: 0.98560 -2.41336 -2.69212  0.11
C: -1.01090 2.14628 -0.85017  -0.08
C: -0.67294 1.63681 0.42179  -0.25
C: 0.73532 1.38267 0.42077  -0.44
H: -1.33871 1.51818 1.27650  0.07
C: 1.30388 1.87161 -0.78030  -0.12
C: 0.19691 2.24271 -1.59371  -0.12
H: 0.29390 2.60688 -2.60632  0.12
H: -2.03948 2.36892 -1.14583  0.13
H: 1.32778 1.09720 1.24250  -0.02
H: 2.37932 1.88519 -0.97708  0.12
Os: 0.03340 -0.02197 -0.76573  1.56
O: -0.30733 -0.14024 -4.98568  -0.10
C: -1.44094 -0.89673 -5.46482  -0.09
C: -0.10370 -0.91926 -6.20700  -0.22
H: -1.68306 -1.79459 -4.88333  0.10
H: -2.25870 -0.32950 -5.93546  0.12
H: 0.50239 -1.83367 -6.09654  0.14
H: 0.80616 -1.93587 -8.52530  0.11
C: 0.55041 -0.87488 -8.63100  -0.04
C: 0.06009 -0.19442 -7.48489  -0.19
C: -0.28132 1.17374 -7.59307  -0.03
H: -0.63500 1.71439 -6.70796  0.11
C: -0.12244 1.83735 -8.81403  -0.08
H: -0.37294 2.89869 -8.88379  0.11
C: 0.35730 1.15417 -9.94238  -0.08
H: 0.47608 1.67400 -10.89599  0.10
C: 0.69262 -0.20629 -9.84513  -0.08
H: 1.07065 -0.75281 -10.71249  0.11
C: -0.45802 -3.44970 2.13233  -0.11
C: -0.88147 -2.16963 2.78629  -0.51
C: -2.38633 -1.98435 2.80138  -0.10
C: -0.07763 -2.16531 4.07881  -0.16
P: 0.05723 -0.00590 2.84575  1.04
N: -1.01996 -0.17911 1.76206  -0.25
C: -0.93528 0.86091 4.20277  -0.60
C: -0.09666 1.20716 5.45074  -0.10
C: -1.63507 2.05827 3.56415  -0.09
C: -2.11157 0.07593 4.80128  -0.10
C: 1.92754 1.27139 2.73512  -0.51
C: 1.38439 2.70961 2.95457  -0.05
C: 2.33856 0.44689 3.94167  -0.16
C: 3.24389 1.16150 1.90851  -0.06
H: -0.85853 -4.14508 2.87287  0.10
H: 0.62808 -3.61481 2.11848  0.09
H: -0.87807 -3.77829 1.16934  0.09
H: -2.65609 -2.13598 3.84347  0.07
H: -2.79446 -2.79633 2.19355  0.09
H: -2.87580 -1.05372 2.42443  0.09
H: 0.96141 -2.47801 3.87445  0.10
H: -0.07672 -1.30455 4.76740  0.03
H: -0.61983 -2.98076 4.54530  0.10
H: 0.80729 1.80672 5.32903  0.06
H: -0.78470 1.79422 6.06048  0.09
H: 0.14481 0.30827 6.03502  0.10
H: -2.47434 1.73092 2.93841  0.09
H: -2.05201 2.59095 4.41548  0.10
H: -1.04262 2.77123 2.99538  0.06
H: -2.95167 -0.05938 4.12145  0.07
H: -1.86275 -0.85706 5.31007  0.08
H: -2.48583 0.75199 5.57747  0.10
H: 0.76720 2.90424 3.84020  0.06
H: 2.34158 3.20748 3.08390  0.09
H: 0.89212 3.25560 2.11795  0.10
H: 2.89561 -0.43057 3.56342  0.10
H: 2.96825 1.22136 4.37959  0.10
H: 1.61805 0.08313 4.68376  0.03
H: 3.56222 0.11066 1.71279  0.10
H: 3.98711 1.60557 2.58584  0.10
H: 3.31523 1.69204 0.94233  0.08

Cartesian forces, eV/Å:
C 0.83 -2.59 0.42
C 0.01 -1.55 0.27
C 0.44 0.92 -0.23
H 0.40 0.25 -0.31
C 0.29 -0.39 -1.08
C -0.71 0.57 -0.12
H -0.54 -0.10 -0.63
H -0.47 0.16 0.22
H 0.63 0.11 0.06
H -0.15 0.13 -0.24
C 0.17 -0.51 -0.02
C -0.87 1.81 -0.04
C 0.61 2.73 0.47
H 0.29 0.58 -1.20
C -0.56 -0.30 -0.69
C 0.52 0.21 -1.06
H -0.15 -0.15 -0.05
H 0.60 -0.01 -0.18
H -0.38 -0.29 -0.34
H -0.66 -0.02 -0.35
Os -0.33 0.21 -3.87
O -0.27 -0.77 -0.88
C 1.61 -0.13 -0.92
C -1.50 -0.15 1.26
H -0.10 0.48 -0.09
H 0.41 -0.21 0.43
H -0.22 0.55 0.14
H -0.03 0.42 -0.19
C -0.33 0.36 0.92
C 0.19 0.77 -1.05
C 0.30 -0.54 -0.14
H 0.13 -0.25 -0.37
C 0.06 -0.28 -0.12
H 0.08 -0.36 -0.01
C -0.02 -0.24 0.33
H -0.05 -0.15 0.36
C -0.12 0.23 0.14
H -0.14 0.26 0.26
C -0.13 -1.04 0.19
C 0.30 -0.67 0.12
C -0.19 -0.85 0.29
C -0.50 -0.84 0.54
P 1.04 0.10 1.53
N -1.74 1.54 -0.05
C 0.17 -0.12 0.12
C -0.32 0.54 0.28
C -0.29 0.56 0.29
C -0.52 0.27 0.46
C -0.54 -0.53 1.50
C 1.19 0.21 -0.13
C 0.70 0.55 0.58
C -0.13 0.16 -0.69
H 0.14 -0.88 -0.06
H -0.27 0.11 -0.09
H 0.04 0.52 0.38
H -0.77 -0.22 -0.09
H -0.26 -0.06 0.18
H 0.81 -0.67 0.38
H -0.47 0.19 0.25
H -0.03 -0.64 -0.39
H 0.39 -0.49 1.29
H -0.30 -0.25 -0.01
H 0.13 0.07 0.27
H -0.01 0.24 -0.15
H 0.20 0.02 0.15
H -0.29 0.40 -0.06
H 0.02 -0.21 0.09
H 0.34 -0.05 0.09
H -0.03 0.17 -0.20
H -0.10 -0.15 0.06
H 0.52 -0.42 -0.38
H 0.09 0.85 0.34
H 0.43 -0.92 0.23
H -0.09 0.55 0.55
H 0.75 -0.71 1.09
H 0.39 0.35 -0.54
H -0.44 0.69 0.24
H 0.09 -0.13 -0.33
H -0.30 0.00 0.59

No. 2
Computed, not measured: a cluster of 2 separate species, C3H4F3N in total in a non-equilibrium geometry, with ωB97M-V/def2-TZVPD.

The multiplicity is 3. Its HOMO energy (alpha / beta) is -9.38 / -11.22 eV.

Last column: Löwdin charge in e.
Positions of all 11 atoms, in Å:
C: -1.55486 -1.41168 0.16760  0.08
C: 1.86200 0.36184 -0.35625  -0.15
C: 3.23645 -0.07182 -0.01159  -0.73
N: 1.11923 1.05829 0.39294  0.13
F: 4.13018 0.06167 -1.01231  0.14
F: 3.73770 0.45170 1.01130  0.22
F: 3.14322 -1.38384 0.24077  0.14
H: -1.88284 -0.58372 -0.57889  -0.03
H: -1.58976 -0.74434 1.08024  -0.05
H: 1.35472 -0.16587 -1.24156  0.15
H: 1.68274 1.26887 1.30232  0.11

Cartesian forces, eV/Å:
C -1.24 4.68 0.03
C -2.44 -0.26 -1.19
C -0.27 -2.15 -2.66
N 1.59 -0.02 1.87
F -0.25 0.21 -0.44
F 1.35 2.32 3.40
F -0.02 -1.22 -0.06
H 0.64 -2.52 -0.31
H 0.63 -2.15 0.27
H 1.18 1.01 0.95
H -1.16 0.11 -1.86

No. 3
Computed, not measured: a cluster of 2 separate species, C4H12NO3 in total in a non-equilibrium geometry, with ωB97M-V/def2-TZVPD.

The net charge is -1. Its HOMO energy is -3.97 eV.

Last column: Löwdin charge in e.
Positions of all 20 atoms, in Å:
C: 0.05145 -0.80410 0.46787  -0.26
C: -1.27858 -1.16954 -0.13058  -0.20
C: -2.12842 -0.00772 -0.66900  -0.33
O: -2.55795 0.94476 0.29032  -0.18
N: 1.03244 -0.37938 -0.54894  -0.06
C: 2.28075 0.06798 0.02795  -0.32
O: 2.91534 -1.04276 0.66606  -0.06
H: 0.48533 -1.63906 1.03004  0.10
H: -0.04757 -0.01795 1.20019  0.09
H: -1.86853 -1.74226 0.60376  0.10
H: -1.15347 -1.94267 -0.90371  0.10
H: -2.95985 -0.50501 -1.21064  0.10
H: -1.49662 0.58243 -1.35503  0.09
H: 0.63417 0.45806 -0.97335  0.08
H: 2.78588 0.46960 -0.85009  0.11
H: 2.10474 0.85174 0.77168  0.11
H: 3.81518 -0.79853 0.81968  0.05
H: -0.66218 3.06215 0.06714  -0.09
H: -1.61775 1.42529 0.36955  -0.01
O: -0.33435 2.18697 0.32710  -0.42

Cartesian forces, eV/Å:
C 0.92 -0.16 0.22
C -0.65 -0.73 0.25
C 0.10 0.01 -0.14
O 0.75 -1.13 -0.38
N -0.32 -0.34 0.16
C -1.28 -0.09 -0.18
O -0.48 -0.12 -0.60
H -0.10 -0.17 -0.33
H -0.37 0.57 0.33
H 0.01 0.48 0.24
H 0.26 0.40 -0.31
H 0.04 0.63 0.15
H -0.24 -0.50 -0.46
H -0.02 0.06 0.09
H 0.84 0.01 0.24
H 0.10 0.18 0.08
H 0.80 0.21 0.23
H 0.19 -0.34 0.12
H -0.38 0.91 0.56
O -0.19 0.13 -0.26

Energy? In order: -47111.871; -12812.488; -11975.030 eV.